88
Properties=species:S:1:pos:R:3:forces:R:3 method="wB97M-V/def2-TZVPD" homo_lumo_gap_ev=8.76 relative_energy_kj_mol=301.2 smiles="Cc1cc(C[C@@H](C)I)cc2c1C(=O)c1ccccc1C2=O.CCOP(=O)(OCC)OCC.CCOP(=O)(OCC)OCC" multiplicity=1 total_charge=0
I -1.8312 2.5494 3.8292 0.125 -0.106 -0.312
P -4.6394 2.4746 -1.9019 -7.402 0.075 0.632
P 1.3935 -3.1683 -2.2819 -0.754 7.213 -1.679
O -4.3266 1.3432 -0.9685 3.559 0.938 -1.130
O 2.6446 -2.1478 -1.9554 0.004 -0.958 -0.012
O -4.5197 3.5857 -3.1195 2.326 -1.088 1.122
O -5.9541 1.7918 -2.6158 0.594 0.241 -0.444
O 5.6605 -1.9370 5.4978 -0.295 0.009 -0.443
O 3.9933 2.3962 4.5414 -0.029 -0.367 -0.513
O -5.3461 3.5576 -0.8831 0.899 -0.083 -0.358
O 2.0655 -3.6542 -3.7115 -0.341 -1.853 2.074
O 0.6706 -3.1811 -0.9691 0.995 -3.694 -0.262
O 0.3574 -2.1671 -3.0753 0.197 -0.765 -0.332
C -1.8968 0.1140 1.9255 0.819 0.991 0.083
C 5.9859 1.6139 2.3636 -0.030 -0.324 0.441
C 2.1502 -1.7927 -5.3159 0.363 0.138 0.259
C 4.4993 -3.7457 -1.8313 -0.083 -0.066 -0.081
C -3.5500 5.2137 -0.7094 0.029 -0.045 -0.113
C -0.6519 -0.2371 4.1701 -0.210 -0.793 -0.497
C 4.1368 1.2759 4.1065 0.141 -0.418 -0.006
C 1.6680 -3.1959 -5.0114 -0.478 -0.096 -0.725
C -4.4921 4.2689 0.0152 0.215 0.192 0.248
C 0.8255 -0.5764 4.3446 0.105 1.175 -0.169
C 5.3687 0.8194 3.3295 -0.515 -0.046 0.322
C 3.0998 0.1698 4.3115 0.715 0.711 -0.198
C -0.9582 0.7359 2.9931 -0.467 -0.538 -0.138
C 1.2750 -1.8614 4.6130 0.014 -0.365 0.078
C 7.5537 -0.1980 1.9697 0.122 -0.413 -0.068
C -6.2868 0.4152 -2.4597 -0.200 -0.269 0.200
C 5.8340 -0.4725 3.6153 -0.425 -0.066 0.070
C 3.1227 -3.5981 4.9817 -0.319 -0.504 -0.693
C 1.7610 0.4792 4.1895 -0.531 -1.043 0.256
C 2.6412 -2.1802 4.7335 0.393 0.202 0.513
C 6.9363 -0.9954 2.9341 -0.364 0.371 0.447
C 7.0811 1.0833 1.6820 -0.098 0.292 -0.137
C -5.3910 3.6661 -4.2562 -0.186 -0.202 -0.829
C -7.2258 0.2130 -1.2866 -0.172 0.118 0.074
C -0.8521 -0.5685 -1.7210 0.011 0.238 0.024
C 5.0709 -1.2819 4.6662 0.110 0.228 -0.248
C 3.7132 -2.6418 -1.1464 0.236 -0.067 0.217
C -6.7474 4.2505 -3.9203 -0.007 0.255 0.390
C 3.5574 -1.1368 4.5837 0.236 0.343 -0.129
C -0.9267 -1.8289 -2.5578 -0.185 0.263 0.244
H -7.2342 3.7448 -3.0908 0.066 -0.188 -0.070
H -0.6437 0.2953 -2.3568 -0.066 -0.016 -0.011
H -1.1298 0.1300 5.0910 0.480 -0.117 -0.180
H 2.1237 -3.8821 -5.7286 0.113 -0.157 0.271
H -4.1043 5.8893 -1.3612 -0.008 0.004 0.035
H -3.9271 3.5564 0.6219 -0.026 -0.034 0.043
H 7.2641 -2.0037 3.1964 0.089 0.357 -0.233
H -1.5845 -1.6577 -3.4139 0.184 -0.021 -0.122
H 4.8499 -3.4209 -2.8110 0.015 0.022 0.029
H 3.3148 -2.9928 -0.1893 -0.026 0.043 -0.005
H -1.7956 -0.3953 -1.1994 -0.012 0.044 -0.059
H -2.8439 4.6627 -1.3386 0.023 0.038 0.045
H -1.3077 -0.6575 1.3992 -0.434 -0.029 0.328
H -2.8324 -0.2651 2.3525 0.276 0.038 -0.214
H 1.7346 -1.4541 -6.2663 0.006 -0.108 -0.028
H 3.8799 -4.6344 -1.9866 0.051 -0.001 0.031
H 7.5510 1.6891 0.9043 -0.021 -0.278 0.243
H 2.9122 -4.1763 4.0596 0.032 0.121 0.413
H -8.2042 0.6442 -1.5087 0.007 -0.054 -0.031
H -5.4714 2.6978 -4.7470 -0.074 -0.053 0.194
H -4.8970 4.3265 -4.9724 0.244 0.010 0.227
H -1.3581 -2.6596 -2.0013 0.174 0.009 0.107
H -1.1760 -1.1839 3.9327 0.167 0.358 0.143
H 0.5919 -3.2973 -5.1411 0.003 0.132 0.171
H 4.3723 -1.7979 -0.9405 -0.147 0.101 -0.063
H -0.0484 -0.6104 -0.9849 -0.049 -0.236 0.033
H 2.5997 -4.1188 5.7965 0.039 0.384 -0.170
H -6.6474 5.2979 -3.6289 0.018 0.016 -0.110
H -6.7858 0.1008 -3.3801 0.016 0.205 -0.058
H -7.3560 -0.8493 -1.0739 -0.009 0.009 -0.026
H -0.0690 1.0736 2.4473 -0.145 -0.032 0.488
H 8.4064 -0.6144 1.4260 -0.277 0.286 0.119
H 5.3591 -4.0380 -1.2265 -0.034 0.035 0.035
H 1.3945 1.4802 3.9510 0.426 -0.216 0.230
H -2.0853 0.9081 1.1832 -0.335 -0.474 0.195
H 0.5411 -2.6668 4.7360 0.248 0.275 -0.106
H 4.1986 -3.6842 5.1594 -0.352 0.276 0.061
H -6.8641 0.7084 -0.3856 0.205 -0.089 -0.046
H 3.2397 -1.7729 -5.3851 -0.017 -0.053 -0.100
H -2.9730 5.8039 0.0041 -0.024 -0.051 0.032
H 5.5865 2.6137 2.1818 0.263 -0.293 -0.058
H -7.4039 4.1920 -4.7899 0.095 0.013 -0.058
H -5.1336 4.8399 0.6865 -0.154 -0.132 -0.082
H -5.3905 -0.1975 -2.3714 0.044 0.122 0.158
H 1.8768 -1.0737 -4.5485 -0.192 -0.089 0.022